Here is 3 unconnected molecules or ions with the total composition C27H49B2BrCl2O13P2 at a distorted geometry from OMol25. Energies are from ωB97M-V with the def2-TZVPD basis set.

Element x y z (Å)
C -1.7550 -2.1519 0.8520
C -2.9159 -1.2983 0.2280
B -2.4604 0.1720 -0.2253
O -1.1570 0.4852 -0.6163
C -3.6077 1.3123 -0.1849
C -4.6600 1.2121 -1.0011
C -4.8833 0.1070 -1.9883
Cl -5.9853 -1.2139 -1.4945
C -4.3319 0.0283 -3.1994
C -3.3451 1.0773 -3.7071
Cl -4.7266 -1.3155 -4.2847
C -5.7322 2.3182 -0.8673
O -6.9004 2.0979 -0.9543
C -5.1610 3.7240 -0.5997
C -5.8973 4.8786 -1.2808
B -6.7036 5.8185 -0.2469
O -7.4381 5.1637 0.7399
O -6.6941 7.2038 -0.3050
C -4.0865 3.8435 0.1907
C -3.4236 5.1999 0.4777
Br -1.8808 5.0777 1.6856
C -2.9755 5.9715 -0.8364
C -1.7623 6.9316 -0.6438
C -3.5856 2.5046 0.7797
O -3.2395 2.3567 1.9100
H -1.7858 -3.1498 0.3667
H -0.7542 -1.7340 0.6446
H -1.9377 -2.3195 1.9280
H -3.8033 -1.2095 0.8866
H -3.2733 -1.8014 -0.6964
H -1.0115 0.0916 -1.4933
H -3.1176 1.8481 -2.9533
H -2.4184 0.5391 -4.0019
H -3.7289 1.5342 -4.6384
H -6.6852 4.4415 -1.9395
H -5.2390 5.4493 -1.9571
H -7.5824 4.2572 0.4175
H -6.5174 7.5598 0.5808
H -4.1760 5.8369 0.9811
H -3.8267 6.6275 -1.1034
H -2.7209 5.2721 -1.6538
H -0.7923 6.4101 -0.6727
H -1.7652 7.6019 -1.5342
H -1.8663 7.6047 0.2247
C 0.5393 -0.1497 2.6881
C 0.7280 1.2834 2.2271
O 2.1019 1.5943 1.9801
P 2.8228 0.8826 0.6796
O 2.2441 1.7207 -0.4317
O 4.3170 1.5841 0.6885
C 4.7735 2.3994 -0.3888
C 4.4343 3.8600 -0.1536
O 3.4128 -0.3778 1.6019
C 4.5815 -0.2819 2.4263
C 4.5493 0.7932 3.4926
H 0.8075 -0.8553 1.8963
H -0.5008 -0.3325 2.9639
H 1.1777 -0.3694 3.5456
H 0.1386 1.4788 1.3265
H 0.3809 1.9638 3.0054
H 4.3784 2.0429 -1.3390
H 5.8586 2.2844 -0.4440
H 3.4018 3.9983 0.1661
H 4.5979 4.4451 -1.0605
H 5.0620 4.2709 0.6403
H 5.4669 -0.1886 1.7971
H 4.6659 -1.2520 2.9236
H 4.5115 1.7987 3.0770
H 5.4539 0.7311 4.1029
H 3.6828 0.6720 4.1442
C 2.7328 -3.2694 1.6143
C 1.8483 -3.8264 0.5136
O 2.5052 -4.8386 -0.2507
P 2.8095 -6.2805 0.4900
O 1.4303 -6.8870 0.4514
O 3.4477 -7.1801 -0.7373
C 2.8104 -8.3633 -1.2154
C 1.8631 -8.0529 -2.3598
O 4.3433 -5.8066 0.9366
C 5.4723 -5.8169 0.0534
C 5.3307 -4.9860 -1.2050
H 2.9510 -4.0337 2.3673
H 2.2464 -2.4345 2.1137
H 3.6869 -2.9327 1.2113
H 0.9189 -4.2264 0.9312
H 1.5828 -3.0272 -0.1815
H 2.3041 -8.8852 -0.4047
H 3.5972 -9.0338 -1.5691
H 1.2204 -7.1999 -2.1445
H 1.2319 -8.9150 -2.5830
H 2.4277 -7.7963 -3.2590
H 5.7452 -6.8459 -0.1806
H 6.3014 -5.4109 0.6377
H 4.5502 -5.3548 -1.8687
H 6.2680 -5.0090 -1.7667
H 5.0965 -3.9480 -0.9639

Calculated values
LUMO level = -1.0 eV
Max |F| = 0.153 hartree/bohr
SMILES string = CCB(O)C1=C(/C(Cl)=C(\C)Cl)C(=O)C(CB(O)O)=C([C@@H](Br)CC)C1=O.CCOP(=O)(OCC)OCC.CCOP(=O)(OCC)OCC
Relative energy (zero: lowest compared OMol25 entry of this formula, charge and spin) = 357.0 kJ/mol
Orbital gap = 8.533 eV



Here is 3 unconnected molecules or ions with the total composition C4H17N2O2 at a distorted geometry from OMol25. Energies are from ωB97M-V with the def2-TZVPD basis set.

Element x y z (Å)
C -1.2032 -1.2703 1.5390
C -0.7188 -0.4540 0.3429
C 0.2923 0.6212 0.8241
C 0.5471 1.7500 -0.1305
N 1.4952 1.2925 -1.1912
N -0.0163 -1.1673 -0.7313
H -0.4345 -1.7458 2.1418
H -1.7996 -0.5917 2.1535
H -1.7249 -2.1537 1.1413
H -1.5864 0.0939 -0.0372
H -0.1008 0.9728 1.7838
H 1.1975 0.0085 0.9154
H 0.9403 2.5782 0.4623
H -0.3897 1.9916 -0.6557
H 2.3967 0.9227 -0.8817
H 1.0409 0.5260 -1.7103
H 1.6668 2.0596 -1.8393
H 0.6015 -1.9060 -0.4058
H -0.6723 -1.5734 -1.3851
H -2.1668 2.2290 -2.6217
H -1.8876 3.5763 -1.9288
O -1.7583 2.6066 -1.8393
H 1.2570 -3.8967 0.7075
H 1.8895 -3.2446 1.9651
O 1.1347 -3.2254 1.3812

Calculated values
LUMO level = -2.9 eV
Charge = +1
Max |F| = 0.034 hartree/bohr
Relative energy (zero: lowest compared OMol25 entry of this formula, charge and spin) = 90.3 kJ/mol
Orbital gap = 10.043 eV



Here is a molecular structure, C25H28BiN4O3S3 at a distorted geometry from OMol25. Energies are from ωB97M-V with the def2-TZVPD basis set.

Element x y z (Å)
Bi -0.3333 -0.2078 0.4111
O 2.0948 1.5142 3.6805
C 1.2872 0.8245 3.0693
N 1.2600 0.7060 1.7028
C 2.3877 1.0282 1.0225
C 3.0333 2.2448 1.2389
C 4.0550 2.6062 0.3613
C 4.6641 1.6305 -0.4796
C 3.9756 0.4390 -0.7542
C 2.7745 0.2229 -0.0687
N 1.8053 -0.6883 -0.4818
C 2.0433 -1.7508 -1.3193
O 2.9444 -1.8172 -2.1580
C 1.0170 -2.7901 -1.1362
C 0.9310 -3.7527 -2.1452
C 0.0445 -4.7781 -1.9606
C -0.8058 -4.7633 -0.9051
C -0.6006 -3.8564 0.1597
N 0.3018 -2.8175 0.0563
C 0.1793 0.1242 3.7255
C -0.1068 0.3908 5.1030
C -1.0621 -0.4268 5.7653
C -1.7287 -1.4375 5.0315
C -1.3143 -1.6303 3.7236
N -0.3368 -0.9396 3.0984
H 2.5961 2.8927 1.9695
H 4.5217 3.6174 0.2832
H 5.6177 1.8933 -1.0699
H 4.3436 -0.2778 -1.4628
H 1.6222 -3.6855 -3.0333
H 0.0934 -5.5888 -2.7066
H -1.5352 -5.5346 -0.7333
H -1.3104 -3.8252 1.0014
H 0.3213 1.2542 5.5505
H -1.3565 -0.2323 6.7824
H -2.4398 -2.1476 5.4921
H -1.7759 -2.4041 3.0986
C -3.9442 0.9807 0.6284
C -3.8731 -0.5066 0.1937
S -2.5644 -1.0396 -1.0499
C -2.4782 0.1414 -2.4950
C -2.0190 1.6119 -2.4234
S -0.4450 1.9045 -1.5169
C -0.8826 3.1887 -0.3452
C -2.1415 3.1016 0.5254
S -2.4638 1.5397 1.5026
H -4.8284 1.1555 1.2599
H -4.1438 1.5951 -0.2447
H -4.7720 -0.7947 -0.3501
H -3.8067 -1.1587 1.0347
H -3.4041 0.1408 -2.9904
H -1.7473 -0.3135 -3.1755
H -2.8562 2.2808 -2.0165
H -1.8121 1.8211 -3.4820
H -0.9124 4.1688 -0.8055
H 0.0191 3.2643 0.3201
H -2.9624 3.1495 -0.1438
H -2.0819 3.9561 1.2457
C 2.5661 0.8453 -4.9225
O 1.9827 0.5810 -3.6416
H 2.4642 -0.0468 -5.6012
H 3.6683 1.0124 -4.8861
H 1.9786 1.6600 -5.2785
H 2.2513 -0.2758 -3.2546

Calculated values
LUMO level = -3.2 eV
Charge = +1
Max |F| = 0.086 hartree/bohr
Relative energy (zero: lowest compared OMol25 entry of this formula, charge and spin) = 0.0 kJ/mol
Orbital gap = 6.377 eV



Here is 2 unconnected molecules or ions with the total composition C3H2N4 at a distorted geometry from OMol25. Energies are from ωB97M-V with the def2-TZVPD basis set.

Element x y z (Å)
N -0.7781 0.7029 2.9635
C -0.6548 0.4158 1.8345
C -0.7063 0.0053 0.5166
C -0.1347 0.5742 -0.6253
N 0.6604 0.2219 -1.5534
N 1.1016 -2.2810 -0.5523
N 0.6136 -2.0187 0.4036
H -0.7467 1.5100 -0.6484
H 0.6452 0.8696 -2.3387

Calculated values
LUMO level (alpha / beta) = -2.3 / -2.3 eV
Max |F| = 0.039 hartree/bohr
Relative energy (zero: lowest compared OMol25 entry of this formula, charge and spin) = 291.5 kJ/mol
Orbital gap (alpha / beta) = 7.320 / 7.318 eV